[1]
The following is a quantum chemistry calculation of a cluster of 9 separate species, C39H80O17PS in total at a distorted geometry, from the OMol25 dataset.

Output
- E_HOMO: -2.26 eV
- Total charge: -1
- Frontier orbital gap: 0.131 Eh

Last column: Mulliken charge in e.
Cartesian coordinates (Å):
C1 -2.4537 2.6380 -3.9528  -0.5858
O1 -3.2265 1.6211 -3.2170  -0.3094
C2 -2.3201 0.5467 -2.6916  -0.0765
C3 -2.0054 -0.4430 -3.9624  -0.1414
C4 -1.2112 -1.8294 -3.5769  0.3567
C5 0.0560 -1.9969 -4.6523  -0.7542
C6 1.2734 -0.9580 -4.2566  0.2825
C7 2.3438 -0.6683 -5.4641  -1.1321
P1 1.7686 0.7028 -6.6620  0.3628
S1 -0.0470 0.4829 -7.3462  -0.5631
H1 -3.0178 3.0305 -4.9043  0.2136
H2 -1.3960 2.2558 -4.3331  0.2844
H3 -2.2109 3.5018 -3.1655  0.2014
H4 -1.3364 1.1283 -2.3561  0.0964
H5 -2.8088 -0.0440 -1.7877  0.1129
H6 -1.3516 0.1047 -4.7857  -0.1885
H7 -3.0669 -0.7202 -4.4333  0.2793
H8 -0.7448 -1.7854 -2.5005  0.0952
H9 -1.9684 -2.7103 -3.7290  -0.2520
H10 -0.2992 -1.9307 -5.7659  0.2260
H11 0.4556 -3.1086 -4.4868  0.2861
H12 0.8756 0.0490 -3.7538  -0.0174
H13 1.8900 -1.5020 -3.3917  0.1914
H14 2.3841 -1.6670 -6.1155  0.0819
H15 1.9511 2.0627 -6.1406  0.0432
H16 2.6614 0.6275 -7.8262  -0.0423
O2 0.9296 -1.5780 0.1108  -0.6287
C8 0.7809 -0.4262 0.5087  1.1018
O3 1.7771 0.4779 0.3709  -0.4792
C9 1.6371 1.8884 0.6203  -0.5125
C10 1.8540 2.2033 2.0862  -0.6645
C11 -0.4661 -0.0238 1.2399  -1.0102
H17 0.6816 2.2639 0.2445  0.2796
H18 2.4163 2.3845 0.0289  0.4209
H19 1.1055 1.7173 2.7179  0.1183
H20 1.8057 3.2822 2.2604  0.5066
H21 2.8318 1.8370 2.4162  0.0438
H22 -0.3648 -0.2858 2.2959  0.2932
H23 -1.3107 -0.5735 0.8118  0.0872
H24 -0.7118 1.0322 1.1427  0.3699
O4 -3.2674 -2.6836 0.8433  -0.6040
C12 -3.0150 -3.7473 0.2848  0.8538
O5 -3.3928 -3.9519 -0.9974  -0.3313
C13 -2.9780 -5.0724 -1.7998  -0.2923
C14 -3.8854 -6.2646 -1.5752  -1.1439
C15 -2.3712 -4.8738 1.0385  -1.0129
H25 -1.9231 -5.3077 -1.6359  0.3687
H26 -3.0623 -4.7508 -2.8450  0.2998
H27 -3.8441 -6.6133 -0.5397  0.2941
H28 -3.6027 -7.0936 -2.2307  0.3717
H29 -4.9277 -5.9962 -1.7769  0.3131
H30 -3.1407 -5.4348 1.5743  0.2647
H31 -1.6668 -4.4487 1.7609  0.2847
H32 -1.7911 -5.5482 0.4111  0.3414
O6 -6.8955 6.0567 0.4504  -0.6177
C16 -6.6709 4.9108 0.0716  0.7431
O7 -6.2766 4.6771 -1.2007  -0.3580
C17 -5.8018 3.4081 -1.6862  -0.1124
C18 -6.9563 2.5267 -2.1167  -1.0136
C19 -6.9207 3.7418 0.9785  -0.8167
H33 -5.1502 2.9230 -0.9545  0.3403
H34 -5.1745 3.6273 -2.5587  0.1102
H35 -7.6186 2.2919 -1.2790  0.2884
H36 -6.5879 1.5876 -2.5401  0.3520
H37 -7.5673 3.0361 -2.8693  0.3059
H38 -7.9757 3.4628 0.9241  0.1466
H39 -6.6798 4.0417 2.0037  0.2976
H40 -6.2974 2.8759 0.7623  0.3406
O8 3.5529 0.8401 3.9840  -0.7502
C20 4.2220 -0.0912 3.5460  0.9886
O9 5.0987 -0.7383 4.3469  -0.1842
C21 5.7798 -1.9557 3.9930  -0.3186
C22 7.0470 -1.6613 3.2167  -1.0819
C23 4.1531 -0.4675 2.0950  -0.5642
H41 5.1127 -2.6440 3.4673  0.3708
H42 6.0449 -2.4461 4.9376  0.3232
H43 6.8321 -1.1587 2.2698  0.3633
H44 7.5915 -2.5855 3.0020  0.3685
H45 7.6998 -0.9930 3.7880  0.2680
H46 4.8278 0.1749 1.5239  0.3036
H47 3.1269 -0.3127 1.7459  -0.4273
H48 4.3845 -1.5131 1.9000  0.3748
O10 -12.2352 1.7705 -0.7008  -0.5836
C24 -12.3838 2.9223 -0.3029  0.7392
O11 -11.3876 3.8264 -0.4407  -0.3639
C25 -11.5276 5.2369 -0.1913  -0.4225
C26 -11.3108 5.5518 1.2746  -0.8585
C27 -13.6308 3.3247 0.4283  -0.9126
H49 -12.4831 5.6124 -0.5671  0.3559
H50 -10.7484 5.7330 -0.7827  0.3332
H51 -12.0593 5.0658 1.9063  0.2819
H52 -11.3591 6.6307 1.4488  0.3550
H53 -10.3330 5.1855 1.6046  0.2138
H54 -13.5295 3.0627 1.4843  0.2445
H55 -14.4755 2.7750 0.0002  0.2940
H56 -13.8766 4.3807 0.3311  0.3212
O12 3.8993 3.2524 9.6305  -0.6197
C28 4.1517 2.1887 9.0720  0.6441
O13 3.7739 1.9841 7.7897  -0.3348
C29 4.1887 0.8636 6.9874  0.1785
C30 3.2813 -0.3287 7.2120  -1.0291
C31 4.7955 1.0622 9.8257  -0.5160
H57 5.2436 0.6282 7.1513  0.1977
H58 4.1044 1.1852 5.9422  0.1026
H59 3.3226 -0.6773 8.2475  0.3525
H60 3.5640 -1.1576 6.5565  0.2301
H61 2.2390 -0.0603 7.0103  0.3316
H62 4.0260 0.5011 10.3615  0.2373
H63 5.4999 1.4873 10.5481  0.3311
H64 5.3756 0.3877 9.1983  -0.0384
O14 6.9192 -3.3177 6.1918  -0.6586
C32 7.5832 -2.7926 7.0808  0.7675
O15 8.9340 -2.8466 7.0468  -0.3754
C33 9.8012 -2.1031 7.9224  -0.3430
C34 10.0253 -2.8477 9.2227  -0.9584
C35 6.9133 -2.1666 8.2686  -0.5758
H65 9.4307 -1.0862 8.0765  0.3297
H66 10.7589 -2.0050 7.3969  0.3207
H67 9.0922 -2.9812 9.7768  0.2674
H68 10.7317 -2.3075 9.8598  0.3533
H69 10.4226 -3.8492 9.0271  0.2999
H70 6.6925 -2.9410 9.0072  0.2982
H71 5.9761 -1.7088 7.9357  -0.1105
H72 7.4923 -1.3690 8.7307  0.3253
O16 3.3509 1.1681 -9.9818  -0.5339
C36 3.4607 0.3141 -10.8568  0.8652
O17 3.3276 -0.9968 -10.5523  -0.3399
C37 3.2420 -2.0543 -11.5248  -0.4232
C38 4.6221 -2.5192 -11.9421  -0.9335
C39 3.8389 0.6972 -12.2574  -1.1524
H73 2.6202 -1.7609 -12.3749  0.3455
H74 2.7188 -2.8834 -11.0330  0.3232
H75 5.1877 -1.7189 -12.4270  0.2614
H76 4.5520 -3.3624 -12.6357  0.3517
H77 5.2023 -2.8306 -11.0672  0.2985
H78 4.9259 0.7858 -12.3256  0.2611
H79 3.3836 1.6665 -12.4858  0.3132
H80 3.4758 0.0061 -13.0161  0.3326

[2]
The following is a quantum chemistry calculation of a cluster of 6 separate species, C39H86N4O7P3Si in total at a distorted geometry, from the OMol25 dataset.

Output
- E_HOMO: -10.62 eV
- Total charge: +1
- Frontier orbital gap: 0.283 Eh

Last column: Mulliken charge in e.
Cartesian coordinates (Å):
C1 4.3039 -5.8868 -0.7264  -0.7798
C2 4.7293 -5.5706 -2.1756  -0.4240
C3 5.6801 -4.3786 -2.2748  -1.0798
C4 4.9906 -3.0389 -1.9841  -0.0423
C5 4.9885 -2.6800 -0.4746  -0.5069
C6 5.0871 -1.1777 -0.2396  -1.3697
C7 3.6826 -0.5409 -0.1268  0.1507
C8 3.4167 0.6033 -1.1195  -0.8273
C9 2.2604 1.4840 -0.6266  -1.1379
C10 0.9355 0.7151 -0.7675  -0.1082
C11 0.5394 0.6366 -2.2583  -1.1377
C12 -0.1548 -0.7061 -2.6097  1.4228
C13 -1.5454 -0.4460 -3.1700  -1.7548
C14 -2.4514 -1.6846 -3.2095  -1.3168
C15 -1.9285 -2.8855 -4.0188  -0.0055
P1 -1.1401 -2.3025 -5.6242  0.0640
O1 0.4625 -2.7139 -5.5298  -0.4904
O2 -1.7912 -3.2811 -6.7916  -0.4998
C16 -1.0304 -3.7690 -3.1668  -1.3108
N1 -1.7810 -4.1030 -1.9038  0.4367
C17 -2.0296 -2.9655 -1.2182  -2.9093
N2 -1.5767 -2.7087 -0.0155  1.2677
P2 -1.9268 -1.1752 0.8258  0.4969
N3 -3.0804 -1.3278 1.8658  -0.7521
P3 -0.5575 -3.9318 0.8167  0.3884
C18 -0.4368 -3.3480 2.5628  -0.6824
C19 0.3356 -4.3961 3.3865  -1.4090
C20 -1.6020 -5.4622 0.9903  -0.8196
C21 -0.7605 -6.6602 0.5119  -1.2204
N4 -2.8557 -2.0355 -1.8172  1.5417
Si1 -4.5968 -2.5025 -1.6893  0.6495
C22 -4.9959 -3.3524 -0.0497  -1.0491
C23 -5.5507 -0.8744 -1.6999  -1.2609
C24 -5.2230 -3.4796 -3.1703  -1.2252
H1 3.3609 -5.4084 -0.4813  -0.0166
H2 4.1642 -6.9583 -0.6094  0.3885
H3 5.0736 -5.5698 -0.0357  0.2829
H4 5.2130 -6.4520 -2.5862  0.3753
H5 3.8433 -5.3525 -2.7694  0.2232
H6 6.5426 -4.5327 -1.6303  0.3707
H7 6.0392 -4.3641 -3.3023  0.3331
H8 5.5276 -2.2669 -2.5260  0.5344
H9 3.9623 -3.1167 -2.3363  -0.1377
H10 4.0772 -3.0892 -0.0482  0.1085
H11 5.8192 -3.2208 -0.0264  0.6356
H12 5.6026 -0.9888 0.6979  0.3365
H13 5.6285 -0.6756 -1.0354  0.5048
H14 2.9343 -1.3066 -0.3195  -0.2042
H15 3.4948 -0.1808 0.8840  0.4176
H16 4.2940 1.2416 -1.1909  0.5876
H17 3.1813 0.1663 -2.0839  0.2305
H18 2.3835 1.7249 0.4230  0.5119
H19 2.1970 2.3746 -1.2436  0.2882
H20 0.1316 1.1996 -0.2216  0.3265
H21 1.0237 -0.3061 -0.3974  -0.1448
H22 1.3608 0.8515 -2.9300  0.4644
H23 -0.1794 1.4353 -2.4280  0.4122
H24 -0.1748 -1.2830 -1.6901  -0.7114
H25 0.4720 -1.1876 -3.3565  0.2714
H26 -1.5330 0.0655 -4.1236  0.5664
H27 -2.0434 0.2298 -2.4742  0.5725
H28 -3.3504 -1.3482 -3.7244  0.8913
H29 -2.7620 -3.5070 -4.3366  0.7988
H30 0.5579 -3.6791 -5.4238  0.3225
H31 -1.2032 -4.0535 -6.8954  0.3235
H32 -0.8972 -4.7123 -3.6842  0.8091
H33 -0.0742 -3.3125 -2.9407  0.3405
H34 -1.2196 -4.7879 -1.4030  0.1327
H35 -0.6651 -0.8712 1.3498  -0.0018
H36 -2.1810 -0.1818 -0.1270  -0.0740
H37 -3.8036 -0.6588 1.6104  0.3149
H38 0.0829 -2.4024 2.6462  0.4181
H39 -1.4509 -3.2937 2.9527  0.5089
H40 0.1167 -5.4058 3.0589  0.3378
H41 1.3953 -4.2049 3.2572  0.3694
H42 0.1371 -4.2747 4.4410  0.3982
H43 -1.8576 -5.6333 2.0299  0.8139
H44 -2.5234 -5.3631 0.4285  0.2982
H45 0.3001 -6.4543 0.6262  0.2894
H46 -0.9541 -6.9210 -0.5251  0.4174
H47 -0.9889 -7.5407 1.1028  0.3717
H48 -4.1069 -3.7473 0.4312  0.1178
H49 -5.6937 -4.1581 -0.2531  0.4362
H50 -5.4704 -2.6441 0.6128  0.3733
H51 -5.1494 -0.2128 -0.9367  0.3521
H52 -6.6126 -1.0442 -1.5780  0.4118
H53 -5.3363 -0.3883 -2.6503  0.3308
H54 -4.8846 -4.5087 -3.2011  0.3096
H55 -6.3053 -3.4175 -3.1228  0.4313
H56 -4.9426 -2.9473 -4.0760  0.3365
C25 1.7485 5.3478 1.1964  -1.0488
C26 0.6666 4.3841 1.6074  0.8343
O3 0.2813 3.5035 0.8646  -0.5403
C27 0.0787 4.5532 2.9834  -1.0644
H57 2.0778 5.1101 0.1846  0.2635
H58 1.3655 6.3661 1.2164  0.3329
H59 2.5911 5.2656 1.8735  0.2837
H60 -0.3744 5.5418 3.0750  0.3330
H61 0.8577 4.4418 3.7389  0.3090
H62 -0.6808 3.8000 3.1487  0.3327
C28 -2.2754 0.7944 5.4669  -1.0322
C29 -2.3532 2.2903 5.6609  0.7586
O4 -1.6698 3.0458 5.0061  -0.4957
C30 -3.3175 2.7964 6.7018  -0.9771
H63 -1.5461 0.5683 4.6914  0.1739
H64 -1.9669 0.3132 6.3962  0.3648
H65 -3.2483 0.4047 5.1635  0.3401
H66 -3.0517 2.3989 7.6827  0.3619
H67 -4.3347 2.4933 6.4501  0.3531
H68 -3.2756 3.8821 6.7372  0.1011
C31 3.4029 8.9871 2.1335  -1.0637
C32 3.6392 7.9636 3.2174  0.8234
O5 2.9592 6.9653 3.3044  -0.4998
C33 4.7613 8.2414 4.1863  -1.1378
H69 2.5723 8.6699 1.5070  0.2334
H70 3.1615 9.9535 2.5783  0.3523
H71 4.2953 9.0876 1.5142  0.3267
H72 4.5747 9.1772 4.7151  0.3389
H73 5.7095 8.3122 3.6511  0.3442
H74 4.8232 7.4322 4.9102  0.2917
C34 -5.2535 7.7455 5.5299  -1.1007
C35 -5.0038 6.7427 6.6297  0.8844
O6 -5.6805 5.7466 6.7430  -0.5470
C36 -3.8703 7.0394 7.5818  -1.1545
H75 -6.0910 7.4132 4.9209  0.3047
H76 -5.4917 8.7199 5.9591  0.3312
H77 -4.3683 7.8355 4.8983  0.2995
H78 -4.0512 7.9844 8.0959  0.4145
H79 -2.9281 7.1003 7.0343  0.3073
H80 -3.8000 6.2437 8.3204  0.2762
C37 0.8858 0.4504 -6.4313  -0.2565
C38 2.0808 1.3286 -6.7116  0.6019
O7 2.6009 1.9775 -5.8332  -0.5452
C39 2.5951 1.3580 -8.1295  -1.2403
H81 0.6242 0.5244 -5.3772  -0.2040
H82 0.0328 0.7742 -7.0301  0.4445
H83 1.1253 -0.5860 -6.6642  0.1988
H84 1.8164 1.7199 -8.8027  0.3298
H85 2.9019 0.3570 -8.4371  0.3121
H86 3.4521 2.0246 -8.1893  0.3436

Question: Number 2 is which compound?
Answer: C39H86N4O7P3Si